Record 1
Here is a 6-piece molecular cluster, C29H69NO11 overall at a distorted geometry from OMol25. Energies are from the ωB97M-V functional and the def2-TZVPD basis.

Each line ends with the Löwdin charge.
CARTESIAN COORDINATES (ANGSTROEM)
C1 1.34 0.44 1.02  -0.1322
O1 0.33 0.69 1.93  -0.2172
C2 0.67 0.52 3.29  -0.1716
C3 -0.44 1.42 3.97  -0.1465
O2 -1.68 0.69 4.17  -0.1988
C4 -2.39 0.13 3.05  -0.1065
H1 2.05 -0.35 1.24  0.0874
H2 2.04 1.27 0.94  0.0794
H3 0.82 0.40 0.06  0.0938
H4 1.62 0.92 3.65  0.1161
H5 0.63 -0.55 3.48  0.1267
H6 -0.66 2.33 3.41  0.1175
H7 -0.08 1.88 4.89  0.1104
H8 -1.87 -0.62 2.46  0.0811
H9 -2.93 0.93 2.54  0.0853
H10 -3.27 -0.44 3.36  0.0751
C5 -3.05 -4.58 -2.45  -0.0769
O3 -2.02 -5.26 -3.20  -0.2027
C6 -0.72 -5.35 -2.64  -0.2112
C7 0.02 -6.22 -3.60  -0.1848
O4 0.26 -5.63 -4.92  -0.2070
C8 0.85 -6.56 -5.80  -0.1257
H11 -2.69 -3.64 -2.03  0.0793
H12 -3.40 -5.24 -1.65  0.0821
H13 -3.86 -4.31 -3.13  0.0844
H14 -0.73 -5.84 -1.66  0.1268
H15 -0.29 -4.35 -2.56  0.1289
H16 -0.71 -6.94 -3.96  0.1262
H17 0.98 -6.56 -3.23  0.1246
H18 1.07 -6.22 -6.81  0.0806
H19 0.20 -7.40 -6.06  0.0878
H20 1.82 -6.67 -5.32  0.0876
C9 -7.93 6.02 3.20  -0.1445
O5 -8.94 5.44 2.47  -0.1747
C10 -8.63 4.25 1.72  -0.1990
C11 -9.83 3.92 0.91  -0.2373
O6 -9.80 4.79 -0.18  -0.1602
C12 -11.06 4.92 -0.85  -0.1044
H21 -8.30 6.87 3.78  0.0852
H22 -7.26 6.56 2.53  0.0822
H23 -7.31 5.40 3.85  0.0862
H24 -8.44 3.42 2.40  0.1249
H25 -7.78 4.41 1.06  0.1330
H26 -10.73 4.06 1.51  0.1334
H27 -9.64 2.87 0.69  0.1253
H28 -10.88 5.51 -1.75  0.0831
H29 -11.81 5.44 -0.25  0.0852
H30 -11.56 4.04 -1.26  0.0816
C13 2.36 -7.15 9.92  -0.1162
O7 1.06 -7.20 9.42  -0.1950
C14 0.33 -6.04 8.99  -0.1809
C15 0.93 -5.16 7.86  -0.1295
O8 2.26 -4.64 8.32  -0.2331
C16 2.16 -3.43 9.11  -0.1011
H31 2.48 -6.36 10.66  0.0838
H32 2.97 -6.86 9.06  0.0822
H33 2.50 -8.12 10.39  0.0938
H34 0.14 -5.47 9.91  0.1070
H35 -0.72 -6.22 8.77  0.1180
H36 0.33 -4.35 7.45  0.1171
H37 1.18 -5.82 7.03  0.1182
H38 3.13 -3.17 9.54  0.0833
H39 1.45 -3.52 9.93  0.0751
H40 1.87 -2.60 8.47  0.0774
C17 10.28 -8.02 -0.31  -0.1384
O9 9.56 -7.07 -1.02  -0.1876
C18 10.28 -6.57 -2.12  -0.1819
C19 9.08 -6.04 -3.06  -0.1615
O10 8.35 -4.89 -2.61  -0.2077
C20 7.25 -4.32 -3.35  -0.0952
H41 9.54 -8.18 0.46  0.0944
H42 11.25 -7.74 0.10  0.0907
H43 10.38 -8.96 -0.85  0.0865
H44 10.73 -7.41 -2.66  0.1112
H45 11.10 -5.88 -1.98  0.1212
H46 8.42 -6.90 -3.24  0.1202
H47 9.62 -5.65 -3.92  0.1104
H48 6.48 -5.09 -3.42  0.0782
H49 7.44 -3.97 -4.37  0.0770
H50 6.84 -3.48 -2.80  0.0826
C21 1.32 6.01 -5.93  -0.0547
C22 0.55 5.68 -4.72  -0.4474
C23 1.59 5.61 -3.48  -0.0958
C24 1.01 6.07 -2.11  -0.1824
C25 0.10 7.31 -2.21  -0.1401
C26 -1.00 7.19 -3.25  -0.5557
N1 -0.45 6.79 -4.48  -0.1663
O11 -1.29 6.95 -5.53  0.0017
C27 -2.01 6.15 -2.70  -0.0182
C28 -1.55 8.60 -3.43  -0.0233
C29 -0.25 4.40 -4.97  -0.0449
H51 2.38 5.74 -5.84  0.0828
H52 1.34 7.07 -6.14  0.0971
H53 0.95 5.48 -6.81  0.0820
H54 1.83 4.56 -3.31  0.1067
H55 2.54 6.14 -3.52  0.1078
H56 1.83 6.18 -1.39  0.1071
H57 0.51 5.17 -1.77  0.0976
H58 0.70 8.16 -2.52  0.1197
H59 -0.20 7.41 -1.17  0.1191
H60 -2.10 6.49 -1.67  0.0757
H61 -3.02 6.23 -3.10  0.0825
H62 -1.74 5.10 -2.62  0.0658
H63 -2.01 8.76 -2.45  0.0869
H64 -0.83 9.38 -3.67  0.0886
H65 -2.29 8.77 -4.22  0.0794
H66 0.36 3.57 -5.32  0.0838
H67 -0.79 4.37 -5.92  0.0809
H68 -0.75 4.00 -4.09  0.0751
H69 -1.78 6.14 -5.65  0.0885

Output
Max |F| in eV/Å: 3.8
ΔE to the lowest compared entry with this formula, charge and spin in eV: 3.447
Kohn-Sham gap in eV: 8.153
DFT total energy in eV: -55191.5126
M in g/mol: 607.87

Record 2
Here is C29H70F3Na3O17S as an isolated structure at a distorted geometry from OMol25. Energies are from the ωB97M-V functional and the def2-TZVPD basis.

Each line ends with the Löwdin charge.
CARTESIAN COORDINATES (ANGSTROEM)
Na1 3.22 -2.77 -0.49  0.5620
Na2 -2.46 -3.60 -0.17  0.5548
Na3 0.40 -1.38 -4.23  0.7062
C1 0.30 0.51 -0.02  -0.6639
F1 0.67 0.07 1.18  0.1436
F2 -0.83 1.19 0.12  0.1555
F3 1.27 1.27 -0.51  0.1626
S1 0.00 -0.96 -1.08  0.5353
O1 -0.66 -0.44 -2.28  -0.3267
O2 1.32 -1.51 -1.39  -0.3085
O3 -0.85 -1.80 -0.27  -0.2820
C2 -3.35 -1.13 1.79  -0.0687
O4 -3.03 -2.51 2.03  -0.1988
C3 -4.17 -3.16 2.56  -0.1971
C4 -4.12 -4.66 2.41  -0.1679
O5 -4.02 -5.03 1.04  -0.2548
C5 -3.82 -6.42 0.80  -0.0584
H1 -3.77 -0.63 2.67  0.0989
H2 -4.09 -1.02 0.99  0.0915
H3 -2.40 -0.64 1.56  0.0739
H4 -5.10 -2.79 2.09  0.1358
H5 -4.21 -2.93 3.63  0.1446
H6 -5.05 -5.07 2.82  0.1460
H7 -3.26 -5.04 2.97  0.1381
H8 -3.11 -6.87 1.51  0.0989
H9 -3.36 -6.51 -0.19  0.0882
H10 -4.76 -6.97 0.83  0.1037
C6 4.23 -0.28 -2.31  -0.0606
O6 4.70 -1.04 -1.19  -0.2347
C7 6.04 -1.51 -1.34  -0.1721
C8 6.44 -2.09 -0.02  -0.1890
O7 5.54 -3.12 0.38  -0.2172
C9 6.02 -3.77 1.53  -0.0770
H11 3.34 0.25 -1.95  0.0689
H12 3.99 -0.93 -3.14  0.0935
H13 4.93 0.52 -2.55  0.1102
H14 6.72 -0.68 -1.54  0.1423
H15 6.11 -2.23 -2.16  0.1418
H16 6.46 -1.29 0.73  0.1387
H17 7.46 -2.50 -0.11  0.1449
H18 6.88 -4.38 1.26  0.1044
H19 5.21 -4.39 1.90  0.0939
H20 6.29 -3.06 2.32  0.0986
C10 -5.21 -3.40 -1.20  -0.0834
O8 -4.33 -2.31 -1.12  -0.2104
C11 -4.17 -1.62 -2.34  -0.2035
C12 -5.09 -0.44 -2.42  -0.2074
O9 -4.89 0.49 -1.39  -0.1592
C13 -3.76 1.34 -1.63  -0.0691
H21 -5.56 -3.58 -0.19  0.0886
H22 -4.81 -4.30 -1.69  0.1025
H23 -6.11 -3.15 -1.78  0.1076
H24 -4.27 -2.27 -3.23  0.1394
H25 -3.12 -1.32 -2.44  0.1021
H26 -6.11 -0.81 -2.30  0.1367
H27 -5.13 0.03 -3.41  0.1398
H28 -3.99 1.99 -2.48  0.1017
H29 -2.87 0.75 -1.83  0.0603
H30 -3.64 1.99 -0.77  0.0705
C14 0.53 -0.78 4.77  -0.1011
O10 1.55 -1.68 4.45  -0.1778
C15 1.22 -2.66 3.49  -0.1973
C16 2.48 -3.17 2.86  -0.1815
O11 2.99 -2.42 1.76  -0.2423
C17 3.69 -1.25 2.20  -0.0553
H31 0.51 0.09 4.10  0.0834
H32 0.69 -0.41 5.78  0.0976
H33 -0.45 -1.27 4.76  0.0907
H34 0.53 -2.31 2.71  0.1267
H35 0.72 -3.50 4.00  0.1372
H36 2.29 -4.19 2.51  0.1307
H37 3.27 -3.27 3.61  0.1405
H38 4.57 -1.52 2.80  0.1000
H39 3.06 -0.56 2.76  0.0947
H40 4.08 -0.76 1.31  0.0870
C18 3.54 -1.18 -8.83  -0.0828
O12 2.99 -0.15 -8.04  -0.1774
C19 3.27 -0.32 -6.70  -0.2239
C20 2.57 0.82 -5.97  -0.1706
O13 2.25 0.42 -4.63  -0.2406
C21 1.76 1.51 -3.88  -0.0915
H41 4.63 -1.13 -8.85  0.0974
H42 3.17 -1.04 -9.84  0.0977
H43 3.14 -2.15 -8.51  0.0901
H44 4.35 -0.24 -6.51  0.1377
H45 2.85 -1.28 -6.36  0.1213
H46 1.69 1.20 -6.49  0.1392
H47 3.28 1.66 -5.93  0.1412
H48 2.59 2.17 -3.61  0.1109
H49 1.37 1.13 -2.94  0.0554
H50 1.02 2.12 -4.41  0.1099
C22 3.36 4.40 2.18  -0.1050
O14 2.13 4.55 2.84  -0.1795
C23 1.08 3.83 2.28  -0.2073
C24 0.58 4.30 0.93  -0.2155
O15 0.06 5.61 0.90  -0.1909
C25 1.05 6.65 0.88  -0.0701
H51 4.04 5.14 2.61  0.0983
H52 3.30 4.66 1.12  0.0763
H53 3.78 3.40 2.35  0.0881
H54 0.26 3.81 3.01  0.1303
H55 1.42 2.78 2.14  0.1156
H56 -0.21 3.63 0.57  0.1033
H57 1.42 4.28 0.21  0.1105
H58 0.52 7.59 0.77  0.0924
H59 1.74 6.49 0.03  0.0898
H60 1.64 6.65 1.79  0.0844
C26 -4.58 4.86 4.20  -0.0975
O16 -4.61 5.71 3.08  -0.1534
C27 -4.26 5.16 1.85  -0.2305
C28 -2.87 4.62 1.68  -0.1876
O17 -2.51 3.51 2.50  -0.2109
C29 -3.29 2.36 2.32  -0.1147
H61 -3.61 4.39 4.38  0.0821
H62 -5.34 4.07 4.10  0.0915
H63 -4.81 5.47 5.07  0.0938
H64 -4.39 5.95 1.11  0.1363
H65 -5.04 4.44 1.55  0.1242
H66 -2.15 5.40 1.90  0.1247
H67 -2.71 4.26 0.65  0.1254
H68 -3.08 1.89 1.33  0.0625
H69 -4.36 2.54 2.40  0.0849
H70 -2.83 1.63 2.98  0.0859

Output
Max |F| in eV/Å: 1.7
Total charge: +2
ΔE to the lowest compared entry with this formula, charge and spin in eV: 0.773
Kohn-Sham gap in eV: 6.351
DFT total energy in eV: -98237.3362
M in g/mol: 848.89